1.
A molecular structure, C26H73B2Mn2O13, computed with wB97M-V/def2-TZVPD.

Structure (XYZ):
```
116
Properties=species:S:1:pos:R:3:forces:R:3:lowdin_spin:R:1
Mn -1.745 -4.080 -0.681 1.20 3.58 -0.61 4.6794
Mn -3.119 -1.365 -2.347 1.48 -1.46 1.14 4.7015
C 0.248 -0.942 0.499 0.55 -0.38 -0.87 0.0021
C -1.241 -0.843 0.185 0.18 -1.23 0.92 0.0122
O -1.856 -1.860 -0.573 -0.27 -0.79 -1.34 0.0953
H 0.499 -0.041 1.060 0.30 -0.10 0.09 0.0002
H 0.933 -1.064 -0.340 -0.23 0.67 -0.61 0.0001
H 0.531 -1.840 1.047 -0.56 0.02 0.66 0.0003
H -1.487 0.136 -0.226 0.03 0.21 0.12 0.0030
H -1.649 -0.988 1.185 -0.57 0.86 0.37 0.0011
B -1.567 -2.528 -3.679 1.08 -0.82 0.23 0.0552
H -1.412 -3.068 -4.601 0.27 -1.57 -3.39 0.0062
H -0.635 -2.295 -3.188 3.57 0.64 1.78 0.0085
H -2.035 -1.565 -3.811 -1.89 4.46 -1.29 0.0129
H -2.175 -3.116 -3.010 -2.05 -2.17 2.16 0.0199
B -3.751 -4.148 -1.510 -1.52 0.33 -0.27 0.0869
H -4.756 -4.457 -1.753 -3.32 -1.79 -0.74 0.0128
H -3.767 -3.124 -1.850 0.17 3.02 -0.94 0.0209
H -3.605 -4.152 -0.441 -0.21 0.20 4.18 0.0197
H -2.966 -4.697 -2.006 2.75 -2.47 -2.28 0.0171
C 1.185 6.531 -1.963 -0.38 -0.58 0.11 0.0000
O 0.113 5.810 -1.294 1.63 -1.04 -1.07 0.0000
C 0.361 4.377 -1.502 -0.87 0.54 0.81 0.0000
C -0.698 3.561 -0.701 0.81 0.47 -0.89 0.0000
O -0.378 3.368 0.663 0.05 -0.05 0.05 0.0000
C -0.493 4.591 1.380 -0.83 -0.14 0.48 0.0000
H 2.155 6.167 -1.625 0.12 0.16 0.43 0.0000
H 1.097 7.608 -1.826 -0.22 -0.21 0.28 0.0000
H 1.199 6.325 -3.033 -0.39 0.00 -0.23 0.0000
H 1.367 4.050 -1.239 0.28 0.37 0.98 0.0000
H 0.418 4.102 -2.555 -0.96 0.29 -0.48 0.0000
H -0.784 2.599 -1.207 0.16 -0.33 0.35 0.0001
H -1.679 4.029 -0.774 -0.08 0.31 -0.14 0.0000
H -0.713 4.444 2.438 0.59 -0.75 0.14 0.0000
H -1.438 5.050 1.087 0.31 0.73 -0.55 0.0000
H 0.393 5.218 1.290 -0.25 0.16 -0.29 0.0000
C -2.403 -7.027 -0.467 -0.16 -0.43 -0.49 0.0106
O -2.191 -5.770 0.196 -0.20 -2.61 0.69 0.0581
C -2.633 -5.766 1.557 1.18 0.71 1.02 0.0077
C -2.166 -4.394 2.106 -0.35 -0.33 -1.36 0.0071
O -0.893 -4.145 1.474 0.08 0.62 -0.42 0.0341
C 0.235 -4.736 2.147 -1.06 0.50 2.63 0.0048
H -2.058 -7.855 0.152 -0.18 0.11 0.21 0.0013
H -1.835 -7.085 -1.396 0.23 0.48 0.13 0.0016
H -3.443 -7.143 -0.771 -0.12 0.03 0.37 0.0008
H -2.048 -6.531 2.068 -0.61 -0.46 0.07 0.0008
H -3.717 -5.830 1.655 0.06 -0.46 -0.13 0.0011
H -2.239 -4.192 3.175 0.64 -0.68 0.18 0.0012
H -2.908 -3.701 1.712 0.47 0.61 -0.42 0.0023
H 1.247 -4.695 1.744 -0.68 0.11 -1.01 0.0002
H -0.031 -5.709 2.559 0.23 -0.46 -0.68 0.0003
H 0.256 -4.145 3.063 0.63 0.14 0.26 0.0008
C -4.315 -1.923 -5.263 -0.69 0.82 -1.05 0.0050
O -4.551 -1.977 -3.862 0.29 -1.00 0.63 0.0469
C -5.773 -1.397 -3.444 0.00 -0.38 -0.43 0.0055
C -6.019 -1.570 -1.960 -1.87 -0.71 -2.04 0.0041
O -4.954 -1.277 -1.204 2.23 2.26 2.93 0.0381
C -5.273 -1.219 0.238 0.71 -1.06 -0.63 0.0048
H -3.552 -2.589 -5.666 0.35 0.20 0.99 0.0003
H -4.120 -0.871 -5.475 0.42 -0.04 -0.49 0.0008
H -5.199 -2.184 -5.845 -0.46 -0.06 0.39 0.0008
H -6.595 -1.973 -3.868 -0.21 0.49 -0.57 0.0009
H -5.723 -0.358 -3.771 -0.60 0.25 0.06 0.0009
H -6.260 -2.621 -1.801 -0.59 -0.04 0.15 0.0005
H -6.836 -0.870 -1.788 -0.48 -0.30 0.42 0.0007
H -5.653 -2.208 0.493 -0.37 0.02 -0.01 0.0007
H -5.996 -0.443 0.491 0.13 0.07 -0.35 0.0006
H -4.345 -1.137 0.803 0.05 0.44 -0.38 0.0001
C 2.800 2.852 1.569 -0.14 0.05 1.32 0.0000
O 3.827 2.793 0.631 0.58 0.45 -0.97 0.0000
C 5.066 3.306 1.168 -1.03 0.89 -0.13 0.0000
C 5.071 4.831 1.476 1.86 -2.08 2.16 0.0000
O 5.372 5.612 0.415 -2.56 1.77 -3.59 0.0000
C 4.718 6.882 0.483 0.87 0.50 0.48 0.0000
H 3.040 2.217 2.422 0.03 -0.34 0.28 0.0000
H 1.805 2.561 1.231 0.36 -0.11 -0.73 0.0000
H 2.685 3.845 2.002 -0.10 0.33 -0.11 0.0000
H 5.876 3.176 0.451 -0.29 -0.46 -0.15 0.0000
H 5.244 2.725 2.073 0.40 0.19 0.26 0.0000
H 6.018 5.030 1.979 -0.05 -0.97 1.82 0.0000
H 4.258 5.133 2.135 -0.22 0.24 -0.36 0.0000
H 4.532 7.362 -0.478 0.51 -0.40 -0.21 0.0000
H 5.400 7.479 1.089 -0.07 0.69 -0.15 0.0000
H 3.766 6.937 1.010 -0.20 -0.79 0.07 0.0000
C 1.707 -0.760 4.539 -0.76 1.21 -0.51 0.0000
O 1.598 0.670 4.503 0.06 0.20 0.33 0.0000
C 0.253 1.197 4.273 1.40 -2.30 0.76 0.0000
C 0.207 2.637 4.656 -0.64 1.15 -0.33 0.0000
O 0.523 3.006 5.979 0.48 -0.01 -1.22 0.0000
C 1.894 2.824 6.258 0.62 -0.73 2.14 0.0000
H 2.760 -1.040 4.531 -0.10 0.18 -0.27 0.0000
H 1.156 -1.079 3.654 0.27 -0.80 -0.20 0.0000
H 1.252 -1.215 5.419 -0.20 0.18 0.25 0.0000
H -0.399 0.549 4.859 -0.46 0.25 0.23 0.0000
H 0.038 1.006 3.222 -0.33 0.47 -0.25 0.0000
H -0.795 3.045 4.520 -0.27 -0.36 -0.21 0.0000
H 0.808 3.179 3.927 0.48 0.21 0.05 0.0000
H 2.241 3.563 6.980 -0.34 0.40 -0.09 0.0000
H 2.656 2.771 5.480 -0.71 0.16 -0.66 0.0000
H 1.934 1.882 6.805 0.53 -0.21 -0.07 0.0000
C 1.164 0.240 -3.551 0.38 0.25 -0.47 0.0003
O 2.237 -0.550 -3.113 0.54 -0.58 1.19 0.0002
C 3.284 0.088 -2.328 -1.04 -0.99 -0.67 0.0000
C 4.246 -1.024 -1.848 0.50 0.42 -1.21 0.0000
O 4.883 -1.722 -2.942 -1.21 0.43 0.29 0.0000
C 5.905 -2.590 -2.503 -0.16 0.77 -0.09 0.0000
H 0.917 1.088 -2.912 0.42 0.36 0.22 0.0000
H 0.228 -0.315 -3.610 0.32 -0.54 -0.04 0.0006
H 1.452 0.557 -4.553 -0.47 0.57 -0.15 0.0000
H 2.795 0.554 -1.473 0.21 0.03 0.43 0.0000
H 3.728 0.900 -2.904 0.46 -0.19 -0.15 0.0000
H 3.688 -1.701 -1.200 -0.08 -0.29 -0.03 0.0000
H 5.073 -0.597 -1.282 -0.17 0.39 0.43 0.0000
H 6.396 -2.980 -3.395 -0.08 -0.11 0.15 0.0000
H 5.521 -3.388 -1.869 -0.02 -0.22 0.01 0.0000
H 6.612 -1.985 -1.935 0.42 -0.21 0.21 0.0000
```
Forces are in eV/Å.

Results
Charge   +1
Relative energy (zero: lowest compared OMol25 entry of this formula, charge and spin)   752.8 kJ/mol
Energy   -4363.485809 Eh
Spin multiplicity   11
HOMO energy (alpha / beta)   -10.64 / -10.64 eV



2.
A molecular structure, C39H29N5OReS4, computed with wB97M-V/def2-TZVPD.

Structure (XYZ):
```
79
Properties=species:S:1:pos:R:3:forces:R:3:lowdin_spin:R:1
Re 0.315 0.091 -0.006 -0.03 -0.02 0.09 0.7435
S 1.279 0.471 -2.211 0.01 0.01 -0.03 0.0875
C 1.817 2.138 -2.318 0.01 0.00 -0.01 0.0062
C 2.732 2.552 -3.280 0.00 -0.01 0.00 0.0111
C 3.127 3.882 -3.312 0.00 0.01 0.01 -0.0019
C 2.630 4.805 -2.400 0.00 -0.01 -0.01 0.0123
C 1.709 4.405 -1.444 0.00 0.00 -0.01 -0.0008
C 1.315 3.075 -1.429 0.00 0.00 0.00 0.0086
S 0.071 2.504 -0.320 -0.02 0.00 -0.01 -0.0070
C -1.340 2.405 -1.476 0.01 0.01 0.01 0.0012
C -2.309 1.362 -1.022 0.00 -0.01 0.00 0.0088
C -3.670 1.566 -1.159 0.00 0.00 0.00 -0.0018
C -4.547 0.580 -0.750 -0.01 0.00 0.00 0.0127
C -4.034 -0.583 -0.203 0.00 -0.01 0.00 -0.0010
C -2.664 -0.734 -0.089 0.00 0.01 0.00 0.0077
C -2.109 -2.008 0.479 0.01 -0.01 0.01 0.0054
S -0.515 -1.812 1.327 -0.02 0.04 -0.02 -0.0010
C -1.008 -1.300 2.937 -0.01 -0.02 0.02 0.0064
C -1.499 -2.228 3.851 0.00 0.00 -0.02 -0.0007
C -1.858 -1.790 5.112 0.00 0.00 0.01 0.0078
C -1.704 -0.447 5.447 0.00 0.01 0.00 -0.0018
C -1.195 0.463 4.537 0.00 -0.01 0.00 0.0072
C -0.838 0.033 3.260 0.00 0.01 0.01 0.0035
S -0.177 1.180 2.108 0.02 -0.01 -0.04 0.0685
N -1.803 0.221 -0.503 0.03 0.00 0.01 0.0012
H 3.137 1.840 -3.987 0.00 0.00 0.00 0.0001
H 3.845 4.200 -4.057 0.00 0.00 0.00 -0.0004
H 2.958 5.835 -2.433 0.00 0.00 0.00 0.0007
H 1.304 5.108 -0.727 0.00 0.00 0.00 -0.0003
H -0.923 2.133 -2.448 0.00 0.00 0.00 0.0013
H -1.809 3.384 -1.539 0.00 0.00 0.00 -0.0002
H -4.030 2.496 -1.576 0.00 0.00 0.00 -0.0003
H -5.616 0.720 -0.840 0.00 0.00 0.00 0.0006
H -4.688 -1.370 0.146 0.00 0.00 0.00 -0.0002
H -1.946 -2.743 -0.310 0.01 0.00 0.00 0.0002
H -2.802 -2.452 1.192 0.00 0.01 0.00 -0.0001
H -1.589 -3.273 3.580 0.00 0.00 0.00 -0.0002
H -2.246 -2.492 5.837 0.00 0.00 0.00 0.0004
H -1.980 -0.107 6.437 0.00 0.00 0.00 -0.0003
H -1.073 1.503 4.809 0.00 0.00 0.00 -0.0001
C 11.185 -8.381 0.206 0.00 0.00 0.00 0.0000
O 10.044 -8.432 -0.644 0.00 0.00 0.00 0.0000
C 9.098 -7.494 -0.500 0.00 0.00 0.00 -0.0001
C 8.000 -7.598 -1.363 0.00 0.00 0.00 0.0000
C 6.977 -6.685 -1.295 0.00 0.00 0.00 -0.0001
C 7.018 -5.638 -0.366 0.00 0.00 0.00 0.0000
C 8.109 -5.545 0.492 0.00 0.00 0.00 -0.0001
C 9.148 -6.459 0.434 0.00 0.00 0.00 0.0000
C 5.915 -4.690 -0.323 0.01 0.00 0.00 -0.0004
N 4.755 -4.835 -0.935 -0.01 0.00 0.00 -0.0004
C 4.041 -3.721 -0.620 0.01 0.00 0.00 -0.0008
C 4.765 -2.870 0.194 -0.01 0.00 0.00 0.0011
N 5.966 -3.506 0.373 0.00 0.00 0.00 0.0002
C 4.265 -1.620 0.652 0.01 -0.01 0.00 -0.0003
C 4.970 -0.677 1.421 0.00 0.00 0.00 0.0089
C 4.363 0.504 1.758 0.00 0.00 0.00 -0.0010
C 3.050 0.747 1.349 0.00 -0.01 -0.01 0.0086
N 2.357 -0.128 0.637 0.01 0.01 0.00 -0.0063
C 2.949 -1.299 0.276 -0.01 0.00 -0.01 0.0022
C 2.186 -2.179 -0.563 -0.01 0.01 0.01 -0.0011
N 0.940 -1.773 -0.922 -0.02 0.02 0.00 -0.0014
C 0.244 -2.489 -1.797 0.01 -0.02 -0.01 0.0021
C 0.720 -3.690 -2.321 0.00 0.01 0.01 0.0010
C 1.954 -4.149 -1.929 0.00 0.01 0.00 0.0003
C 2.722 -3.379 -1.042 0.01 -0.01 0.00 0.0011
H 11.808 -9.220 -0.084 0.00 0.00 0.00 0.0000
H 10.896 -8.488 1.254 0.00 0.00 0.00 0.0000
H 11.737 -7.451 0.064 0.00 0.00 0.00 0.0000
H 7.984 -8.409 -2.078 0.00 0.00 0.00 0.0000
H 6.130 -6.765 -1.962 0.00 0.00 0.00 0.0000
H 8.163 -4.768 1.246 0.00 0.00 0.00 0.0000
H 9.977 -6.365 1.118 0.00 0.00 0.00 0.0000
H 6.768 -3.167 0.877 0.00 0.00 0.00 0.0000
H 5.986 -0.877 1.737 0.00 0.00 0.00 0.0004
H 4.880 1.254 2.339 0.00 0.00 0.00 -0.0002
H 2.542 1.660 1.623 0.00 0.00 0.00 0.0016
H -0.709 -2.080 -2.105 0.00 0.00 0.01 0.0000
H 0.113 -4.234 -3.029 0.00 0.00 0.00 0.0000
H 2.364 -5.078 -2.304 0.00 0.00 0.00 0.0000
```
Forces are in eV/Å.

Results
Charge   +2
Relative energy (zero: lowest compared OMol25 entry of this formula, charge and spin)   0.0 kJ/mol
Energy   -3523.320598 Eh
Spin multiplicity   2
HOMO energy (alpha / beta)   -11.79 / -11.79 eV



3.
6 unconnected molecules or ions with the total composition C7H24FN6O5, computed with wB97M-V/def2-TZVPD.

Structure (XYZ):
```
43
Properties=species:S:1:pos:R:3:forces:R:3:lowdin_charge:R:1
F -25.507 7.206 1.775 -0.04 0.04 0.02 -0.4598
C -23.321 5.068 -1.772 -0.79 -0.26 -0.53 -0.1003
C -23.652 5.358 -0.337 0.74 -0.38 0.59 -0.3581
O -25.043 5.355 -0.106 0.31 -0.37 -1.02 -0.0848
H -23.713 5.831 -2.445 0.10 0.05 -0.06 0.0717
H -23.832 4.132 -1.996 -0.05 -0.06 -0.32 0.0720
H -22.262 4.892 -1.957 0.07 0.25 0.19 0.0699
H -23.125 6.247 0.010 -0.37 0.50 0.05 0.1087
H -23.172 4.546 0.210 -0.07 -0.25 0.50 0.0990
H -25.271 5.910 0.644 0.23 0.44 0.60 -0.0055
C -28.789 9.360 2.995 0.01 -0.25 -1.47 -0.0833
C -28.706 7.875 3.255 -0.29 0.39 0.34 -0.3458
O -27.396 7.602 3.633 0.35 -0.57 1.48 -0.1085
H -27.995 9.494 2.261 0.18 0.65 0.02 0.0663
H -28.594 9.975 3.874 -0.15 -0.14 -0.05 0.0750
H -29.692 9.634 2.450 -0.28 0.22 0.36 0.0707
H -28.939 7.252 2.391 -0.45 0.25 -0.29 0.1022
H -29.395 7.616 4.058 0.14 -0.36 0.19 0.1036
H -26.831 7.570 2.858 0.47 -0.30 -0.64 0.0020
C -24.868 10.781 2.903 1.67 2.26 -2.97 -0.7773
O -24.923 12.004 2.880 -0.32 0.25 1.03 0.0140
N -25.235 9.911 3.770 -2.85 -0.88 5.13 0.1761
N -24.256 10.076 1.957 1.87 -1.09 -4.05 0.1380
H -25.782 10.354 4.494 -0.31 -0.76 0.24 0.1202
H -25.456 8.967 3.487 -0.01 0.11 0.36 0.0808
H -24.673 9.182 1.742 0.27 -0.34 0.02 0.0505
H -23.908 10.533 1.126 -0.29 0.33 0.27 0.1015
C -27.096 8.378 -0.975 -1.38 3.90 -2.54 -0.7582
O -27.764 9.174 -1.687 0.61 -1.32 0.43 -0.0484
N -25.810 8.555 -0.747 1.76 1.08 -0.67 0.1613
N -27.552 7.378 -0.303 -2.01 -2.32 0.94 0.1787
H -25.395 7.917 -0.083 0.82 0.68 0.00 0.0551
H -25.515 9.464 -1.074 0.71 -0.38 0.49 0.1147
H -26.920 7.153 0.452 -0.88 -1.17 0.54 0.0612
H -28.482 7.074 -0.553 0.30 -0.26 0.83 0.1268
C -24.403 4.336 3.706 -6.79 0.55 -1.34 -0.9274
O -24.083 3.295 4.038 2.37 -8.84 3.21 0.1041
N -23.685 5.293 3.493 8.37 8.14 -1.63 0.1822
N -25.634 4.760 3.401 -3.77 -0.92 0.15 0.1590
H -22.696 5.108 3.414 -0.10 0.56 -0.03 0.1357
H -24.128 6.135 3.154 0.97 0.30 -0.04 0.1005
H -25.665 5.516 2.732 -1.13 -0.12 0.19 0.0463
H -26.408 4.166 3.661 0.00 0.40 -0.55 0.1096
```
Forces are in eV/Å.

Results
Charge   -1
Energy   -1085.848031 Eh
Spin multiplicity   1
HOMO energy   -6.63 eV